# 1
A cluster of 11 separate species, C40H65F4N3O20S4 in total at a distorted geometry, computed with the ωB97M-V functional and the def2-TZVPD basis.

```
136
Properties=species:S:1:pos:R:3
C -2.50 -0.18 -5.14
C -2.86 -1.65 -4.85
C -1.83 -2.39 -4.07
C -1.91 -3.86 -4.37
N -2.05 -4.98 -4.59
H -3.27 0.17 -5.83
H -1.54 0.00 -5.63
H -2.60 0.41 -4.22
H -2.99 -2.11 -5.83
H -3.81 -1.73 -4.32
H -2.05 -2.29 -3.01
H -0.80 -2.05 -4.19
C 0.98 1.37 -5.27
C 2.36 1.52 -5.88
C 2.74 0.43 -6.93
C 2.07 0.52 -8.17
N 1.52 0.61 -9.19
H 0.79 2.25 -4.66
H 0.86 0.48 -4.64
H 0.19 1.38 -6.02
H 3.17 1.43 -5.15
H 2.37 2.44 -6.46
H 2.50 -0.56 -6.52
H 3.80 0.57 -7.12
C -1.08 5.28 2.04
C 0.38 5.56 2.11
C 1.34 4.55 1.43
C 1.04 4.35 0.05
N 0.78 4.29 -1.09
H -1.37 5.14 1.00
H -1.61 6.16 2.39
H -1.41 4.50 2.73
H 0.63 5.56 3.17
H 0.62 6.52 1.63
H 1.21 3.60 1.95
H 2.37 4.86 1.59
C 4.01 -0.89 3.17
C 3.39 -0.76 4.53
O 2.97 0.60 4.59
C 3.47 1.32 3.66
O 3.34 2.56 3.54
O 4.14 0.49 2.84
F 4.33 -1.07 5.42
H 3.27 -1.34 2.52
H 4.94 -1.46 3.23
H 2.53 -1.42 4.63
C 4.14 0.68 -0.64
C 4.15 1.44 -2.03
O 4.82 2.62 -1.62
C 4.64 2.83 -0.31
O 4.76 3.94 0.26
O 4.16 1.69 0.26
F 2.90 1.65 -2.45
H 5.08 0.14 -0.50
H 3.27 0.04 -0.67
H 4.71 0.77 -2.69
C 2.54 -2.90 -3.38
C 3.84 -2.18 -3.38
O 3.93 -1.96 -1.98
C 3.17 -2.82 -1.29
O 2.99 -2.81 -0.06
O 2.49 -3.48 -2.14
F 3.60 -0.94 -3.90
H 2.50 -3.69 -4.14
H 1.73 -2.19 -3.50
H 4.71 -2.70 -3.80
C -2.32 3.49 -2.44
C -2.32 4.30 -3.71
O -2.44 5.64 -3.18
C -2.82 5.59 -1.93
O -3.09 6.58 -1.22
O -2.79 4.38 -1.51
F -3.33 3.82 -4.47
H -1.31 3.21 -2.15
H -2.93 2.59 -2.44
H -1.42 4.13 -4.31
C -3.18 -3.21 3.76
C -3.41 -1.79 3.91
C -2.33 -1.02 4.66
S -1.08 -2.27 5.24
O -0.84 -2.15 6.68
O 0.05 -2.26 4.33
C -2.18 -3.72 4.80
H -2.86 -3.42 2.73
H -4.13 -3.73 3.91
H -4.41 -1.70 4.32
H -3.50 -1.36 2.92
H -2.82 -0.53 5.51
H -1.83 -0.27 4.05
H -2.73 -3.87 5.73
H -1.55 -4.59 4.61
C 1.75 -5.48 1.29
C 2.08 -6.76 2.13
C 2.92 -6.29 3.36
S 2.23 -4.70 3.91
O 3.29 -3.73 3.95
O 1.38 -4.91 5.06
C 1.16 -4.52 2.36
H 1.11 -5.74 0.44
H 2.67 -5.15 0.81
H 2.68 -7.51 1.62
H 1.14 -7.25 2.41
H 4.00 -6.22 3.18
H 2.84 -6.97 4.21
H 1.12 -3.46 2.14
H 0.19 -4.95 2.62
C -5.40 3.70 1.31
C -6.02 2.29 1.50
C -4.86 1.30 1.90
S -3.73 2.38 2.94
O -2.40 2.30 2.35
O -4.04 2.01 4.39
C -4.58 3.95 2.59
H -6.24 4.37 1.11
H -4.83 3.77 0.38
H -6.52 1.95 0.59
H -6.84 2.35 2.22
H -4.33 0.91 1.03
H -5.28 0.48 2.48
H -3.80 4.70 2.62
H -5.21 4.14 3.46
C 0.70 -0.02 1.02
C -0.56 -0.87 1.39
C -0.96 -1.55 0.07
S -0.60 -0.24 -1.29
O -1.80 0.49 -1.65
O 0.29 -0.76 -2.32
C 0.31 0.88 -0.11
H 1.53 -0.64 0.67
H 1.07 0.54 1.89
H -1.37 -0.19 1.66
H -0.39 -1.59 2.19
H -1.99 -1.88 -0.10
H -0.32 -2.40 -0.13
H -0.42 1.65 0.15
H 1.02 1.43 -0.72
```

The total energy comes out at -142161.4631 eV. Its SMILES is O=C1OC[C@@H](F)O1.O=C1OC[C@@H](F)O1.O=C1OC[C@@H](F)O1.O=C1OC[C@@H](F)O1.O=S1(=O)CCCC1.O=S1(=O)CCCC1.O=S1(=O)CCCC1.O=S1(=O)CCCC1.CCCC#N.CCCC#N.CCCC#N. The HOMO energy comes out at -10.519 eV. As for the total charge: 0. The LUMO energy is -0.2 eV.

# 2
A structure of composition C40H66NO2P2SbSe4Si2Ti at a distorted geometry, computed with the ωB97M-V functional and the def2-TZVPD basis.

```
119
Properties=species:S:1:pos:R:3
Ti -14.59 6.59 11.51
C -15.14 11.16 12.70
Si -16.31 9.74 12.14
C -17.35 9.27 13.75
C -18.37 10.13 14.14
C -19.07 10.00 15.35
C -18.72 9.00 16.24
C -17.66 8.14 15.87
C -17.11 8.12 14.58
P -15.95 6.69 14.26
C -16.65 4.98 14.92
C -17.24 4.83 16.33
C -18.77 4.81 16.39
C -19.37 3.85 15.40
C -19.02 4.31 13.99
C -17.48 4.37 13.74
C -14.37 6.94 15.29
C -14.18 6.14 16.62
C -12.82 6.37 17.26
C -12.61 7.85 17.54
C -12.75 8.67 16.24
C -14.07 8.43 15.48
C -17.41 10.24 10.69
C -17.95 11.54 10.54
C -18.57 11.93 9.37
C -18.77 11.03 8.36
C -18.41 9.71 8.54
C -17.64 9.32 9.64
P -16.83 7.68 9.63
C -18.27 6.40 9.55
C -18.82 6.35 10.98
C -20.15 7.14 11.24
C -21.23 6.91 10.21
C -20.67 7.34 8.84
C -19.44 6.48 8.48
C -15.73 7.48 8.16
C -15.14 8.87 7.72
C -15.73 9.42 6.41
C -15.85 8.35 5.35
C -16.82 7.25 5.82
C -16.23 6.54 7.03
H -15.60 11.73 13.51
H -14.95 11.88 11.88
H -14.18 10.70 13.01
H -18.63 10.94 13.46
H -19.81 10.71 15.65
H -19.13 8.97 17.26
H -17.29 7.43 16.61
H -15.68 4.48 14.91
H -16.81 5.58 17.03
H -16.87 3.85 16.71
H -19.16 5.84 16.23
H -19.05 4.54 17.42
H -20.46 3.75 15.51
H -19.00 2.82 15.57
H -19.45 5.31 13.84
H -19.52 3.69 13.22
H -17.30 4.94 12.84
H -17.12 3.36 13.54
H -13.57 6.52 14.63
H -14.35 5.09 16.44
H -14.92 6.49 17.38
H -11.96 6.05 16.64
H -12.73 5.76 18.16
H -11.63 8.01 17.99
H -13.31 8.19 18.33
H -11.85 8.53 15.61
H -12.76 9.78 16.50
H -14.03 8.91 14.48
H -14.93 8.85 16.05
H -17.78 12.24 11.35
H -18.83 12.98 9.21
H -19.33 11.27 7.46
H -18.51 8.98 7.70
H -17.67 5.49 9.37
H -18.12 6.76 11.73
H -19.06 5.32 11.27
H -19.98 8.22 11.32
H -20.47 6.84 12.26
H -22.15 7.42 10.53
H -21.52 5.83 10.08
H -20.44 8.41 8.84
H -21.40 7.15 8.06
H -19.06 6.75 7.51
H -19.81 5.43 8.36
H -14.84 6.98 8.55
H -14.02 8.74 7.61
H -15.25 9.60 8.56
H -15.12 10.22 6.00
H -16.73 9.87 6.55
H -14.87 7.83 5.17
H -16.16 8.78 4.37
H -16.94 6.48 5.03
H -17.84 7.64 5.99
H -15.33 6.02 6.69
H -16.90 5.77 7.41
O -14.14 8.11 12.36
N -15.37 8.37 11.37
Se -11.19 8.53 6.82
Sb -11.54 6.16 7.32
Se -12.72 6.36 9.94
Se -13.15 5.01 5.84
Se -9.55 4.93 8.18
O -15.43 4.70 11.20
H -14.89 4.04 11.71
H -15.42 4.40 10.27
C -11.02 5.63 12.88
Si -12.62 4.79 12.23
C -12.14 3.38 10.99
C -13.16 3.65 13.72
H -10.29 4.82 13.08
H -11.14 6.22 13.82
H -10.64 6.27 12.07
H -12.08 2.35 11.43
H -11.18 3.68 10.50
H -12.88 3.29 10.18
H -12.25 3.01 13.91
H -14.05 3.00 13.51
H -13.36 4.19 14.66
```

The total energy comes out at -373509.3975 eV. As for the multiplicity: 2. The HOMO energy (spin up / spin down) comes out at -4.263 / -4.259 eV. As for the total charge: -1. The calculation puts the energy above the lowest of the compared OMol25 structures with the same formula, charge and spin at 339.1 kJ/mol. The LUMO energy (spin up / spin down) is 1.4 / 0.4 eV.

# 3
A cluster of 4 separate species, C40H69ClF6NO13S in total at a distorted geometry, computed with the ωB97M-V functional and the def2-TZVPD basis.

```
131
Properties=species:S:1:pos:R:3
C 4.56 -2.63 8.04
C 4.69 -1.55 7.51
C 4.58 -0.10 6.97
C 3.81 0.03 5.58
C 3.41 -1.38 4.94
C 2.77 -1.08 3.52
C 1.42 -1.95 3.48
C 0.13 -1.06 3.83
C 0.23 -0.30 5.20
O -1.10 0.17 5.57
C -1.15 1.53 5.14
C -0.81 2.68 6.17
O -1.40 1.83 4.00
N 1.47 -2.47 2.07
C 0.32 -3.38 1.76
C 0.03 -4.55 2.80
C -1.45 -4.50 3.43
O -1.32 -4.61 4.86
C -2.12 -3.67 5.54
C -1.39 -2.93 6.75
O -3.27 -3.43 5.28
C 2.85 -2.66 1.42
C 2.44 -2.40 -0.10
C 2.55 -3.34 -1.14
C 3.46 -4.10 1.61
F 3.60 -4.28 3.00
F 2.59 -5.14 1.24
C 4.80 -4.47 0.83
F 4.61 -5.59 0.03
F 5.31 -3.52 -0.01
F 5.82 -4.86 1.70
C 3.60 -1.41 2.17
C 3.62 0.00 1.45
C 2.26 0.70 1.04
C 2.41 2.30 1.21
C 1.86 3.01 -0.13
S 2.26 4.80 -0.16
O 1.99 5.26 -1.53
O 3.68 4.97 0.13
Cl 1.04 5.83 1.16
C 5.18 -1.66 2.34
C 6.00 -0.68 3.23
O 6.44 0.36 2.84
F 6.37 -1.00 4.55
H 4.41 -3.58 8.58
H 4.05 0.55 7.74
H 5.63 0.31 6.91
H 2.89 0.66 5.80
H 4.45 0.66 4.90
H 2.71 -1.83 5.71
H 4.28 -2.08 4.85
H 2.43 0.00 3.65
H 1.38 -2.70 4.31
H -0.13 -0.33 3.01
H -0.73 -1.79 3.91
H 0.74 -0.86 6.03
H 0.82 0.66 5.00
H -0.54 3.61 5.58
H 0.08 2.42 6.82
H -1.72 2.93 6.79
H 1.14 -1.62 1.56
H 0.32 -3.85 0.74
H -0.61 -2.72 1.77
H 0.81 -4.68 3.60
H 0.05 -5.53 2.22
H -2.05 -3.62 3.07
H -2.01 -5.43 3.09
H -1.90 -1.96 6.98
H -1.55 -3.63 7.63
H -0.29 -2.84 6.55
H 1.91 -1.45 -0.42
H 2.05 -4.34 -1.18
H 3.22 -3.03 -2.01
H 4.29 0.00 0.52
H 4.10 0.78 2.13
H 1.38 0.45 1.71
H 2.00 0.58 -0.06
H 3.48 2.64 1.29
H 1.75 2.68 2.03
H 2.43 2.55 -1.00
H 0.77 2.80 -0.29
H 5.44 -2.69 2.73
H 5.60 -1.50 1.29
C -4.29 2.73 -0.58
O -3.83 1.64 0.22
C -3.90 1.92 1.61
C -5.14 1.31 2.25
O -6.33 1.90 1.75
C -6.95 1.12 0.74
H -4.50 2.35 -1.58
H -5.21 3.18 -0.19
H -3.51 3.49 -0.65
H -3.85 3.00 1.79
H -3.01 1.47 2.07
H -5.11 1.52 3.33
H -5.16 0.23 2.12
H -7.50 0.29 1.20
H -6.23 0.71 0.02
H -7.65 1.75 0.20
C -4.88 1.94 -5.81
O -4.20 3.13 -5.44
C -3.29 2.93 -4.37
C -1.86 2.77 -4.86
O -1.71 1.59 -5.64
C -1.74 1.85 -7.04
H -5.31 2.09 -6.81
H -4.22 1.08 -5.85
H -5.69 1.75 -5.10
H -3.60 2.07 -3.76
H -3.35 3.82 -3.73
H -1.20 2.67 -3.99
H -1.54 3.65 -5.42
H -0.77 2.24 -7.36
H -2.53 2.55 -7.31
H -1.93 0.91 -7.55
C -1.06 2.07 -13.30
O -2.04 1.06 -13.11
C -1.66 0.12 -12.11
C -2.32 0.42 -10.77
O -1.87 1.66 -10.24
C -2.78 2.73 -10.48
H -1.53 2.90 -13.83
H -0.66 2.45 -12.36
H -0.25 1.67 -13.92
H -0.57 0.07 -12.01
H -2.00 -0.86 -12.45
H -2.04 -0.36 -10.06
H -3.41 0.41 -10.86
H -3.61 2.67 -9.77
H -3.18 2.71 -11.50
H -2.25 3.67 -10.33
```

The total energy comes out at -110349.0747 eV. The HOMO energy comes out at -10.344 eV. As for the total charge: +1. The LUMO energy is -4.3 eV.